Arrangement a

{"formula": "CH2BrPSi", "method": "the ωB97M-V functional and the def2-TZVPD basis", "species": ["C", "Si", "P", "Br", "H", "H"], "positions_angstrom": [[-0.9383, 0.4155, 0.4214], [0.8926, -0.0844, -0.0770], [-0.3484, -1.8846, -0.0616], [-2.7849, 0.7675, -0.1706], [1.5298, 0.6142, -1.1924], [1.6493, 0.1718, 1.0802]], "homo_energy_ev": [-8.7, -8.7], "gap_ev": [7.52, 7.06], "multiplicity": 1}

=====

Arrangement b

{"formula": "CH2BrPSi", "method": "the ωB97M-V functional and the def2-TZVPD basis", "species": ["C", "Si", "P", "Br", "H", "H"], "positions_angstrom": [[-4.4151, 0.8582, 0.0387], [-0.0200, 0.8382, 0.0405], [-2.9888, 1.5731, -0.0348], [-5.5749, -0.5430, 0.0007], [0.8716, -0.1748, 0.6404], [-0.6190, 0.1300, -1.2602]], "homo_energy_ev": -8.5, "gap_ev": 6.90, "multiplicity": 1}

=====

Which structure is most stable? arrangement b, by 4.1 kcal/mol over the runner-up.

=====

Arrangement a

{"formula": "C4H9ClSi", "method": "the ωB97M-V functional and the def2-TZVPD basis", "species": ["C", "C", "Si", "C", "C", "Cl", "H", "H", "H", "H", "H", "H", "H", "H", "H"], "positions_angstrom": [[1.5263, 1.3857, -1.2446], [0.7348, 0.3279, -1.2805], [0.0644, -0.2533, 0.3061], [-1.2615, 0.9252, 0.9139], [-0.5397, -2.0490, 0.3103], [1.6933, -0.1956, 1.6492], [1.7779, 1.8104, -0.2929], [1.9464, 1.8245, -2.1248], [0.5108, -0.1466, -2.2175], [-1.0100, 1.3362, 1.8894], [-1.3234, 1.8075, 0.2825], [-2.2280, 0.4290, 0.8892], [0.3379, -2.6876, 0.2530], [-1.0811, -2.2501, 1.2382], [-1.1482, -2.2642, -0.5716]], "smiles": "C=C[Si](C)(C)Cl", "homo_energy_ev": -10.1, "gap_ev": 11.06, "multiplicity": 1}

=====

Arrangement b

{"formula": "C4H9ClSi", "method": "the ωB97M-V functional and the def2-TZVPD basis", "species": ["C", "Si", "Cl", "H", "H", "H", "C", "C", "C", "H", "H", "H", "H", "H", "H"], "positions_angstrom": [[-2.7480, -1.5565, 0.5179], [-2.7730, 0.1732, 0.6345], [-4.5084, 1.0905, 1.3004], [-3.6345, -2.2624, 0.5605], [-1.8100, -1.9095, 0.2964], [-2.0289, 1.2364, 0.0859], [1.5649, 1.5076, -1.0047], [1.7327, 0.7682, 0.1337], [2.3110, -0.6857, -0.1307], [1.7860, 0.9614, -1.9771], [1.2131, 2.5113, -0.9253], [1.5897, 1.1254, 1.2074], [2.9471, -1.0612, 0.6419], [2.8790, -0.4694, -1.0939], [1.4791, -1.4294, -0.2471]], "smiles": "C=[SiH]Cl.C=CC", "homo_energy_ev": -8.6, "gap_ev": 8.76, "multiplicity": 1}

=====

Which structure is most stable? arrangement a, by 85.7 kcal/mol over the runner-up.

=====

Arrangement a

{"formula": "CH2P2", "method": "the ωB97M-V functional and the def2-TZVPD basis", "species": ["C", "P", "P", "H", "H"], "positions_angstrom": [[-0.2181, -0.0301, -0.0901], [1.2110, -1.0761, 0.0697], [1.2040, 1.0500, -0.0057], [-0.8562, 0.2443, -0.9633], [-1.3406, -0.1881, 0.9894]], "homo_energy_ev": -8.3, "gap_ev": 7.05, "multiplicity": 1}

=====

Arrangement b

{"formula": "CH2P2", "method": "the ωB97M-V functional and the def2-TZVPD basis", "species": ["C", "P", "P", "H", "H"], "positions_angstrom": [[1.6707, -0.5713, -0.3822], [0.0919, -0.2868, 0.1089], [-2.1006, 0.0812, -0.1525], [2.1093, -0.7230, 0.5975], [-1.7713, 1.4998, -0.1716]], "smiles": "C#P=P", "homo_energy_ev": [-8.8, -8.8], "gap_ev": [7.03, 7.02], "multiplicity": 1}

=====

Which structure is most stable? arrangement a, by 35.0 kcal/mol over the runner-up.